(1)
A structure of composition C15H7N3O9Pt, computed with wB97M-V/def2-TZVPD.

```
! wB97M-V def2-TZVPD RIJCOSX def2/J DEFGRID3
* xyz -2 3
Pt -0.225 -1.108 -0.208
O 0.926 5.212 -3.117
C 1.326 4.131 -3.600
O 1.927 3.900 -4.667
C 1.035 2.895 -2.731
C 0.678 3.045 -1.394
C 0.420 1.933 -0.619
N 0.485 0.705 -1.136
C 0.824 0.528 -2.419
C 1.120 1.601 -3.236
C 0.867 -0.906 -2.889
O 1.269 -1.175 -4.003
O 0.441 -1.785 -2.025
H 0.597 4.042 -0.983
H 0.178 1.998 0.435
H 1.423 1.429 -4.259
O -4.142 -1.115 -0.018
C -2.933 -1.037 0.037
O -2.120 -0.632 -0.905
C -2.142 -1.410 1.269
C -2.277 -2.612 1.911
C -1.435 -2.906 3.014
C -0.541 -1.985 3.504
C -0.441 -0.735 2.888
C -1.143 -0.453 1.676
N 0.382 0.269 3.445
O 0.512 1.329 2.818
O 0.987 0.030 4.500
H -2.997 -3.331 1.545
H -1.503 -3.877 3.490
H 0.075 -2.191 4.366
H -1.284 0.591 1.428
O 3.709 -2.469 0.619
C 2.570 -2.117 0.593
N 1.433 -1.795 0.673
*
```

- HOMO level (spin up / spin down) (eV) = -1.7 / -3.4
- E (eV) = -41813.2340
- gap between HOMO and LUMO (spin up / spin down) (eV) = 6.00 / 6.51
- LUMO (spin up / spin down) (eV) = 4.300 / 3.131
- <S²> = 2.02



(2)
A structure of composition C39H60N7O2PS2Ti, computed with wB97M-V/def2-TZVPD.

```
! wB97M-V def2-TZVPD RIJCOSX def2/J DEFGRID3
* xyz -2 1
Ti 0.104 1.424 0.131
N -2.129 5.076 2.231
C -1.077 4.632 1.407
S 0.442 5.383 1.635
N -1.470 3.697 0.573
N -0.486 3.176 -0.275
C 0.177 3.935 -1.225
C -0.406 5.168 -1.756
C -1.785 5.269 -1.975
C -2.337 6.423 -2.508
C -1.532 7.507 -2.837
C -0.165 7.428 -2.602
C 0.387 6.281 -2.053
C 1.361 3.355 -1.628
C 2.149 3.735 -2.765
C 3.294 3.080 -3.065
C 3.707 1.968 -2.260
C 2.880 1.571 -1.257
N 1.729 2.200 -0.917
H -1.769 5.458 3.092
H -2.822 4.351 2.364
H -2.415 4.433 -1.703
H -3.408 6.477 -2.666
H -1.967 8.409 -3.253
H 0.473 8.278 -2.818
H 1.440 6.249 -1.805
H 1.789 4.545 -3.386
H 3.876 3.368 -3.934
H 4.615 1.417 -2.468
H 3.100 0.683 -0.670
C -5.734 -2.294 -3.694
C -4.979 -1.076 -3.175
C -4.843 -1.073 -1.659
C -3.972 0.073 -1.145
N -2.604 0.006 -1.654
C -1.626 -0.561 -0.711
S 0.022 -0.323 -1.499
N -2.020 -1.944 -0.470
C -1.029 -3.005 -0.432
C -0.897 -3.694 -1.790
C -2.200 -4.314 -2.286
C -2.641 -5.535 -1.485
H -5.846 -2.272 -4.781
H -6.735 -2.358 -3.257
H -5.205 -3.214 -3.434
H -5.485 -0.159 -3.498
H -3.976 -1.042 -3.603
H -4.408 -2.023 -1.339
H -5.837 -1.005 -1.195
H -3.997 0.108 -0.048
H -4.409 1.021 -1.477
H -2.275 0.940 -1.872
H -2.610 -1.976 0.350
H -1.353 -3.729 0.324
H -0.045 -2.636 -0.120
H -0.111 -4.457 -1.735
H -0.558 -2.941 -2.505
H -2.094 -4.592 -3.340
H -2.973 -3.542 -2.247
H -1.889 -6.328 -1.530
H -3.582 -5.945 -1.862
H -2.792 -5.288 -0.433
C 0.091 2.165 4.356
O 0.080 2.212 2.935
C 0.744 1.230 2.260
O 1.386 0.399 2.885
H -0.525 1.337 4.716
H -0.320 3.117 4.688
H 1.106 2.041 4.735
N -1.537 0.290 0.494
C -2.035 -0.049 1.748
C -2.862 0.875 2.410
C -3.334 0.635 3.689
C -3.009 -0.542 4.356
C -2.170 -1.454 3.731
C -1.677 -1.209 2.457
H -3.084 1.796 1.883
H -3.958 1.377 4.176
H -3.380 -0.729 5.357
H -1.861 -2.353 4.254
H -0.951 -1.882 2.024
C 2.512 -2.446 3.560
C 3.028 -3.154 2.303
C 2.054 -4.270 1.936
P 3.313 -1.847 0.984
C 4.868 -1.132 1.806
C 6.239 -1.301 1.154
C 4.609 0.344 2.117
C 3.890 -2.829 -0.499
C 4.514 -1.901 -1.549
C 2.672 -3.466 -1.180
H 2.452 -3.160 4.388
H 1.522 -2.024 3.380
H 3.139 -1.612 3.874
H 4.004 -3.612 2.519
H 1.122 -3.867 1.532
H 1.802 -4.841 2.835
H 2.472 -4.969 1.211
H 4.921 -1.676 2.754
H 6.374 -0.615 0.317
H 6.422 -2.319 0.801
H 7.013 -1.053 1.887
H 5.435 0.762 2.703
H 3.674 0.485 2.659
H 4.527 0.927 1.196
H 4.605 -3.614 -0.218
H 3.766 -1.183 -1.894
H 4.828 -2.487 -2.418
H 5.374 -1.339 -1.200
H 1.966 -2.687 -1.474
H 2.994 -3.990 -2.087
H 2.135 -4.178 -0.559
*
```

- HOMO level (spin up / spin down) (eV) = -0.5 / -0.5
- E (eV) = -110019.4102
- relative energy (zero: lowest compared OMol25 entry of this formula, charge and spin) (kJ/mol) = 83.8
- gap between HOMO and LUMO (spin up / spin down) (eV) = 4.72 / 4.72
- LUMO (spin up / spin down) (eV) = 4.238 / 4.238



E of number 2 (C39H60N7O2PS2Ti)? -110019.4102 eV